[1]
DFT (ωB97M-V with the def2-TZVPD basis set) results for one molecule with the formula C17H17ClN2O4S at a distorted geometry.

The geometry in XYZ format:
```
42
Properties=species:S:1:pos:R:3:forces:R:3:nbo_charge:R:1
O -1.830 -2.059 0.924 -0.047 -0.003 0.074 -0.57
C -1.481 -1.309 0.042 0.245 0.024 -0.073 0.67
N -2.238 -0.334 -0.526 0.024 0.348 -0.344 -0.62
C -3.561 0.031 -0.242 -0.413 0.015 0.230 0.26
C -4.337 -0.619 0.710 0.193 -0.231 0.119 -0.30
C -5.637 -0.194 0.928 0.020 0.179 -0.174 -0.16
C -6.174 0.861 0.219 -0.077 0.218 -0.160 -0.29
C -5.397 1.514 -0.735 0.234 -0.320 0.172 0.33
O -5.951 2.549 -1.417 -0.091 0.171 -0.111 -0.66
C -4.095 1.097 -0.963 -0.048 0.046 -0.015 -0.36
C -0.092 -1.347 -0.542 0.226 -0.106 0.091 -0.16
C 0.665 -0.181 -0.606 -0.164 -0.114 0.010 -0.18
C 1.956 -0.215 -1.087 0.393 0.601 -0.080 -0.36
S 2.895 1.323 -1.137 0.038 0.185 -0.063 2.33
O 3.887 1.198 -2.161 0.112 -0.352 0.104 -0.93
O 1.944 2.392 -1.206 -0.163 -0.142 0.279 -0.94
N 3.702 1.478 0.308 -0.433 0.175 -1.106 -0.65
C 4.694 0.465 0.594 0.493 -0.489 0.009 -0.24
C 4.004 -0.561 1.511 0.085 -0.025 0.036 -0.43
C 2.806 0.197 2.114 -0.016 0.038 0.085 -0.43
C 2.883 1.604 1.493 -0.482 0.126 0.486 -0.24
C 2.518 -1.396 -1.537 0.029 0.013 -0.037 -0.11
C 1.781 -2.565 -1.479 -0.127 0.024 0.089 -0.25
C 0.486 -2.543 -0.971 0.083 0.305 0.033 0.01
Cl -0.418 -4.002 -0.922 0.004 -0.259 -0.099 0.06
H -1.802 0.208 -1.261 -0.019 -0.207 0.120 0.40
H -3.926 -1.442 1.268 0.017 -0.020 0.009 0.25
H -6.239 -0.699 1.667 -0.053 -0.048 0.068 0.22
H -7.185 1.197 0.383 -0.138 0.040 0.029 0.23
H -5.313 2.918 -2.039 -0.064 -0.075 0.097 0.48
H -3.489 1.603 -1.705 0.050 0.053 -0.070 0.20
H 0.259 0.765 -0.281 -0.134 0.076 0.052 0.25
H 5.528 0.947 1.113 -0.029 -0.037 -0.095 0.21
H 5.057 0.053 -0.344 0.197 -0.041 0.096 0.23
H 3.664 -1.424 0.939 0.049 -0.005 0.061 0.21
H 4.687 -0.914 2.281 0.015 -0.072 -0.019 0.22
H 1.869 -0.293 1.852 0.014 0.010 0.069 0.22
H 2.866 0.250 3.199 -0.071 -0.020 0.022 0.22
H 3.382 2.300 2.175 -0.078 -0.009 -0.073 0.21
H 1.919 2.023 1.214 -0.018 0.091 0.194 0.23
H 3.516 -1.381 -1.944 0.123 -0.075 -0.072 0.24
H 2.196 -3.497 -1.827 0.022 -0.084 -0.044 0.24
```
Positions in Å, forces in eV/Å.

Kohn-Sham gap: 8.632 eV
M: 380.85 g/mol
Total charge: 0
Highest occupied orbital energy: -8.589 eV
Relative energy (zero: lowest compared OMol25 entry of this formula, charge and spin): 0.0000 eV
DFT total energy: -1926.8778 a.u.

=====

[2]
DFT (ωB97M-V with the def2-TZVPD basis set) results for C11H12Br2O as an isolated structure at a distorted geometry.

The geometry in XYZ format:
```
26
Properties=species:S:1:pos:R:3:forces:R:3:nbo_charge:R:1
C 0.283 0.860 -3.043 -1.473 -0.805 3.034 -0.19
C -1.081 0.899 -2.602 2.134 1.119 -3.245 -0.20
C 1.280 0.445 -2.101 -1.225 -0.544 -1.793 -0.21
C -1.434 0.568 -1.343 -1.896 0.227 1.446 -0.28
C 0.910 0.109 -0.802 -1.773 0.849 1.220 -0.06
C -0.465 0.286 -0.451 2.113 -1.305 3.683 0.04
C 1.657 -0.437 0.416 2.412 -0.503 -0.273 -0.48
C -0.530 -0.185 1.419 -0.213 1.544 -3.113 0.26
C 0.594 -1.190 1.235 0.215 -0.231 0.571 -0.01
C 0.255 -2.480 0.484 0.452 1.256 -0.756 -0.66
C -0.869 2.123 2.180 2.028 -0.425 -0.765 -0.25
O -0.171 0.868 2.259 0.361 -1.828 -0.438 -0.58
Br -2.264 -1.007 1.953 0.520 0.457 -0.371 -0.01
Br 1.072 -1.727 3.171 0.348 0.247 -1.339 -0.03
H 0.503 1.006 -4.074 0.320 0.288 -0.493 0.22
H -1.803 1.288 -3.322 -0.055 -0.455 0.242 0.22
H 2.181 0.178 -2.636 0.753 0.157 0.863 0.22
H -2.486 0.570 -1.048 0.263 0.060 0.007 0.23
H 2.482 -1.174 0.048 -1.268 1.305 0.925 0.23
H 2.123 0.367 1.054 -0.355 -0.707 -0.845 0.25
H -0.274 -3.099 1.116 -1.900 -1.243 0.961 0.23
H 1.125 -3.062 0.281 1.125 -0.011 -0.039 0.22
H -0.192 -2.295 -0.507 -0.258 0.007 0.681 0.24
H -0.059 2.828 1.771 -1.439 -0.418 1.158 0.20
H -1.313 2.326 3.177 0.262 0.232 -0.939 0.21
H -1.524 1.935 1.366 -1.450 0.725 -0.382 0.19
```
Positions in Å, forces in eV/Å.

Kohn-Sham gap: 9.919 eV
M: 320.02 g/mol
Total charge: 0
Highest occupied orbital energy: -9.265 eV
Relative energy (zero: lowest compared OMol25 entry of this formula, charge and spin): 1.1229 eV
DFT total energy: -5649.5397 a.u.

=====

[3]
DFT (ωB97M-V with the def2-TZVPD basis set) results for C10H20N2PSSm as an isolated structure at a distorted geometry.

The geometry in XYZ format:
```
35
Properties=species:S:1:pos:R:3:forces:R:3:mulliken_spin:R:1
C 1.433 3.287 0.212 -0.808 -0.512 0.495 -0.07
C 2.735 3.532 0.559 0.782 1.435 0.356 0.02
C 3.895 2.757 0.234 -0.497 -0.204 0.189 -0.04
C 3.924 1.731 -0.764 1.254 0.175 -0.436 0.01
C 2.823 1.118 -1.282 -0.597 -0.744 -0.301 -0.07
Sm 1.857 1.149 0.689 0.317 -0.185 -0.566 5.17
P -1.008 1.666 0.238 -0.196 1.087 0.325 0.00
H 0.631 3.996 0.459 0.650 0.279 -0.086 0.00
H 2.979 4.405 1.185 -0.034 -0.064 -0.266 0.00
H 4.853 3.133 0.598 -0.314 -0.281 0.084 0.00
H 2.842 0.442 -2.151 0.486 0.362 0.303 -0.01
H 4.944 1.463 -1.090 -0.271 0.139 -0.026 0.00
H -1.841 1.714 -0.890 -0.034 -0.366 -0.208 0.00
H -1.107 3.066 0.419 -0.075 -0.305 0.098 0.00
H -2.052 1.410 1.147 -0.439 -0.222 0.061 0.00
C 0.169 -1.653 2.160 0.109 -0.477 -0.124 0.01
N -0.854 -1.832 1.123 0.043 0.320 -0.372 0.00
C -2.234 -1.809 1.637 0.249 -0.076 0.011 0.00
C -0.565 -1.581 -0.188 0.890 0.264 -0.083 0.00
S 1.034 -1.209 -0.754 -1.207 -0.536 0.536 0.00
N -1.591 -1.582 -1.092 0.524 -0.627 0.074 0.00
C -2.596 -2.659 -1.083 -0.516 0.392 -0.183 0.00
C -1.340 -1.010 -2.425 0.000 0.046 0.016 0.00
H 0.088 -2.456 2.908 -0.058 0.284 -0.202 0.00
H 0.009 -0.688 2.663 0.067 -0.106 -0.037 0.00
H 1.175 -1.701 1.719 -0.472 -0.027 0.105 0.00
H -2.851 -1.159 1.009 0.088 -0.165 0.190 0.00
H -2.653 -2.827 1.671 0.009 0.427 0.043 0.00
H -2.212 -1.402 2.657 -0.039 -0.117 -0.329 0.00
H -3.546 -2.220 -0.746 0.045 -0.519 -0.090 0.00
H -2.735 -2.996 -2.125 0.149 -0.050 0.555 0.00
H -2.323 -3.513 -0.444 0.027 0.436 -0.308 0.00
H -0.991 0.022 -2.299 -0.021 -0.380 -0.224 0.00
H -0.586 -1.581 -3.002 -0.418 0.244 0.312 0.00
H -2.305 -1.012 -2.949 0.309 0.075 0.089 0.00
```
Positions in Å, forces in eV/Å.

Kohn-Sham gap (alpha / beta): 5.829 / 5.791 eV
M: 381.68 g/mol
Total charge: 0
Highest occupied orbital energy (alpha / beta): -5.911 / -5.859 eV
Spin multiplicity: 6
⟨S²⟩: 8.7830
DFT total energy: -1899.8173 a.u.

=====

[4]
DFT (ωB97M-V with the def2-TZVPD basis set) results for an isolated ion of composition C4H13N2 and charge +1 at a distorted geometry.

The geometry in XYZ format:
```
19
Properties=species:S:1:pos:R:3:forces:R:3:nbo_charge:R:1
N 1.980 0.329 -0.590 2.843 -1.474 -0.936 -0.90
C 1.278 0.294 0.670 2.843 -0.008 0.827 -0.24
C 0.358 -0.843 0.972 0.758 0.005 0.775 -0.42
C -0.544 -1.168 -0.143 0.091 -1.495 -1.531 -0.47
C -1.262 -0.039 -0.859 -1.765 -0.300 -2.598 -0.25
N -1.647 1.144 0.043 -0.901 -1.816 -2.417 -0.65
H 1.546 0.663 -1.434 -0.182 0.042 0.312 0.37
H 2.933 -0.138 -0.827 -2.706 1.036 1.196 0.41
H 1.946 0.306 1.578 0.222 -0.068 -1.227 0.23
H 0.934 1.280 0.791 -1.546 1.379 0.148 0.17
H -0.192 -0.569 1.872 -0.121 -0.138 0.309 0.20
H 1.005 -1.714 1.245 -0.809 0.474 -0.291 0.25
H 0.024 -1.722 -0.901 0.261 0.659 -0.243 0.26
H -1.144 -2.003 0.153 -1.382 -0.010 0.398 0.24
H -0.827 0.269 -1.876 0.276 0.377 2.102 0.26
H -2.248 -0.338 -1.319 0.699 -0.277 1.082 0.24
H -1.822 0.799 0.939 -0.054 -0.606 2.140 0.44
H -2.503 1.566 -0.264 -0.634 0.319 -0.422 0.44
H -0.964 1.824 0.037 2.107 1.900 0.376 0.44
```
Positions in Å, forces in eV/Å.

Kohn-Sham gap: 8.788 eV
M: 89.16 g/mol
Total charge: +1
Highest occupied orbital energy: -12.472 eV
Relative energy (zero: lowest compared OMol25 entry of this formula, charge and spin): 2.4115 eV
DFT total energy: -269.4121 a.u.

=====

[5]
DFT (ωB97M-V with the def2-TZVPD basis set) results for C18H15AsF15FeN2O as an isolated structure at a distorted geometry.

The geometry in XYZ format:
```
53
Properties=species:S:1:pos:R:3:forces:R:3:mulliken_spin:R:1
Fe -1.174 -0.016 0.158 0.707 0.188 1.080 3.80
C -1.683 -3.997 0.129 0.011 0.031 0.012 0.00
C -0.213 -3.663 0.271 -0.022 -0.056 0.032 0.00
N 0.068 -2.450 1.059 -0.272 0.664 -0.500 0.02
C -0.432 -2.625 2.443 0.015 0.041 0.086 0.00
C 0.381 -1.957 3.536 -0.022 -0.141 0.048 0.00
C 1.474 -2.056 0.877 0.097 -0.099 0.048 0.05
C 1.707 -0.598 0.429 0.135 -0.259 0.395 -0.03
N 0.837 -0.277 -0.671 -0.758 0.156 -0.292 0.57
C 1.180 -0.309 -1.954 0.093 -0.041 -0.139 0.01
C 0.182 0.067 -2.907 -0.107 0.036 0.329 0.15
F -1.019 0.391 -2.429 -0.014 -0.006 -0.107 0.01
C 0.415 0.122 -4.253 0.139 -0.044 -0.141 -0.09
F -0.553 0.505 -5.081 -0.039 -0.005 0.034 -0.01
C 1.659 -0.226 -4.763 -0.050 0.052 0.082 0.25
C 2.648 -0.619 -3.877 0.005 -0.077 -0.076 -0.09
F 3.839 -0.979 -4.355 0.033 0.015 0.039 -0.01
C 2.437 -0.673 -2.519 0.041 0.057 0.035 0.18
F 3.436 -1.083 -1.743 0.037 -0.057 -0.019 0.02
H -1.796 -4.897 -0.476 0.020 -0.022 0.042 0.00
H -2.164 -4.174 1.091 -0.012 0.000 -0.019 0.00
H -2.205 -3.194 -0.378 -0.211 0.203 -0.049 0.00
H 0.300 -4.519 0.739 0.109 0.017 -0.059 0.00
H 0.217 -3.522 -0.722 -0.021 -0.022 -0.003 0.00
H -1.448 -2.229 2.480 -0.046 -0.100 -0.025 0.00
H -0.494 -3.699 2.659 -0.015 0.013 0.018 0.00
H 0.624 -0.934 3.275 0.063 0.284 0.020 0.00
H -0.214 -1.940 4.449 0.012 0.026 -0.004 0.00
H 1.299 -2.499 3.761 0.018 0.066 -0.029 0.00
H 2.058 -2.180 1.788 0.065 -0.147 -0.028 -0.01
H 1.898 -2.708 0.111 0.144 -0.008 0.091 -0.01
H 1.416 0.075 1.236 0.087 -0.010 -0.020 0.00
H 2.765 -0.473 0.216 -0.040 0.037 -0.050 0.02
H 1.854 -0.191 -5.825 -0.009 -0.007 -0.008 0.01
F -1.272 4.033 6.128 -0.012 0.001 -0.033 0.00
C -1.043 3.353 4.999 -0.020 0.078 0.003 0.01
C -2.016 3.260 4.018 0.081 -0.014 0.049 -0.01
F -3.192 3.865 4.190 -0.015 -0.008 0.003 0.00
C -1.769 2.540 2.866 -0.017 -0.275 -0.208 0.01
F -2.731 2.469 1.938 0.070 0.184 0.162 0.00
C -0.564 1.858 2.630 -0.211 0.278 0.359 0.00
O -0.331 1.141 1.557 -0.306 -0.634 -0.748 0.08
C 0.411 2.034 3.624 0.028 -0.056 -0.251 0.01
F 1.638 1.510 3.432 -0.069 -0.163 0.019 0.00
C 0.179 2.747 4.784 0.053 -0.028 0.041 0.00
F 1.144 2.852 5.704 -0.009 0.011 -0.024 0.00
F -2.701 1.376 -0.499 -0.215 0.383 0.147 0.02
As -4.085 0.321 -0.098 0.079 -0.804 0.485 0.00
F -2.992 -0.874 -0.909 0.243 -0.143 -0.038 0.02
F -3.102 -0.147 1.344 0.001 0.190 -0.455 0.01
F -5.155 -0.959 0.257 -0.054 0.118 -0.130 0.00
F -4.938 1.458 0.814 0.124 0.176 -0.103 0.00
F -4.837 0.739 -1.558 0.055 -0.080 -0.101 0.00
```
Positions in Å, forces in eV/Å.

Kohn-Sham gap (alpha / beta): 8.200 / 5.076 eV
M: 691.07 g/mol
Total charge: 0
Highest occupied orbital energy (alpha / beta): -8.266 / -8.289 eV
Spin multiplicity: 6
⟨S²⟩: 8.8039
DFT total energy: -5877.1807 a.u.